The following is a DFT calculation (ωB97M-V/def2-TZVPD) of a 2-piece molecular cluster, C4H8O2 overall.

CARTESIAN COORDINATES (ANGSTROEM)
C: -1.09 2.05 0.53
C: -1.28 0.56 0.26
C: 0.03 -0.06 -0.15
O: 0.82 -0.51 0.66
H: -2.04 2.52 0.81
H: -0.38 2.19 1.36
H: -0.69 2.58 -0.35
H: -1.62 0.06 1.17
H: -2.01 0.40 -0.54
H: 0.27 -0.08 -1.23
C: 2.00 -2.42 -0.62
O: 2.21 -2.03 -1.74
H: 1.05 -2.92 -0.35
H: 2.73 -2.32 0.20

relative energy (zero: lowest compared OMol25 entry of this formula, charge and spin) = 43.2 kcal per mole
structure (SMILES) = CCC=O.C=O
total charge = 0

Results of the natural (NBO) charge analysis, in e, for atoms 1 through 8: -0.5972 -0.5085 0.4522 -0.5383 0.2191 0.2177 0.2087 0.2261

---

The following is a DFT calculation (ωB97M-V/def2-TZVPD) of a 2-piece molecular cluster, C4H8O2 overall in a non-equilibrium geometry.

CARTESIAN COORDINATES (ANGSTROEM)
O: -0.77 1.45 -0.64
C: -0.81 0.37 -1.21
C: -1.91 -0.21 -2.03
H: 0.12 -0.25 -1.37
H: -1.65 -0.40 -3.08
H: -2.76 0.48 -1.94
H: -2.27 -1.13 -1.56
C: 1.39 -0.89 2.10
C: 1.88 0.33 1.68
O: 1.30 1.03 0.78
H: 2.05 -1.66 2.45
H: 0.33 -0.92 2.40
H: 2.70 0.89 2.14
H: 0.40 0.92 0.29

relative energy (zero: lowest compared OMol25 entry of this formula, charge and spin) = 24.2 kcal per mole
<S²> = 0.76
2S+1 = 2
total charge = +1

Results of the natural (NBO) charge analysis, in e, for atoms 1 through 8: -0.5275 0.4625 -0.7374 0.1105 0.2735 0.2516 0.2615 -0.2163